This record from OMol25 describes a cluster of 13 separate species, C28H89N7O13 in total. The level of theory is the ωB97M-V functional and the def2-TZVPD basis.

Each line ends with the Löwdin charge.
Cartesian coordinates (Å):
1 O 14.188 -3.484 -6.677  -0.258
2 O 17.615 -9.005 -13.923  -0.045
3 O 22.506 -8.935 -13.244  -0.193
4 O 17.782 -5.420 -10.428  -0.186
5 O 25.664 -6.992 -14.257  -0.195
6 O 21.122 -2.798 -10.099  -0.242
7 O 13.609 -5.606 -8.175  -0.053
8 O 15.137 -7.316 -11.573  -0.052
9 O 16.649 -9.828 -11.451  -0.075
10 O 15.710 -5.910 -14.898  -0.042
11 O 19.178 -4.945 -5.597  -0.156
12 O 19.440 -3.639 -15.215  -0.259
13 O 14.089 -2.449 -10.376  -0.046
14 N 22.639 -4.861 -14.343  0.061
15 N 23.074 -4.589 -11.252  0.068
16 N 21.733 -5.148 -8.172  0.045
17 N 14.349 -5.116 -4.385  0.049
18 N 18.724 -5.722 -17.218  0.066
19 N 23.526 -8.176 -9.628  0.030
20 N 18.457 -6.088 -13.996  0.045
21 C 13.218 -3.275 -5.619  -0.143
22 C 13.026 -4.575 -4.799  -0.398
23 C 20.113 -5.934 -12.134  -0.010
24 C 16.843 -4.741 -9.638  -0.106
25 C 26.928 -6.952 -13.622  -0.101
26 C 23.348 -3.226 -10.993  -0.429
27 C 24.935 -5.774 -14.260  -0.190
28 C 22.523 -9.069 -11.814  -0.172
29 C 23.460 -6.041 -14.591  -0.438
30 C 23.193 -6.784 -15.885  -0.039
31 C 21.275 -9.364 -13.834  -0.089
32 C 19.540 -2.473 -14.414  -0.084
33 C 21.267 -4.646 -6.852  -0.378
34 C 19.873 -2.112 -10.094  -0.067
35 C 24.553 -2.865 -11.860  -0.068
36 C 19.877 -4.816 -17.306  -0.389
37 C 23.710 -8.352 -11.075  -0.416
38 C 25.140 -8.882 -11.279  -0.057
39 C 20.079 -4.549 -18.819  -0.068
40 C 19.775 -3.433 -16.564  -0.182
41 C 17.815 -4.564 -5.392  -0.094
42 C 22.081 -2.296 -11.036  -0.150
43 C 17.825 -5.088 -11.807  -0.188
44 C 19.721 -4.646 -6.839  -0.228
45 C 21.960 -3.305 -6.493  -0.050
46 C 18.641 -6.137 -12.578  -0.397
47 C 12.300 -4.267 -3.494  -0.080
48 C 14.846 -2.335 -7.104  -0.122
49 H 21.601 -5.362 -6.100  0.131
50 H 15.980 -6.862 -11.639  -0.009
51 H 22.873 -3.491 -5.926  0.069
52 H 27.220 -7.988 -13.447  0.081
53 H 18.347 -7.159 -12.332  0.118
54 H 22.890 -4.798 -12.228  0.031
55 H 12.718 -3.498 -2.844  0.079
56 H 12.320 -2.862 -6.080  0.131
57 H 18.948 -1.625 -14.763  0.092
58 H 17.639 -3.517 -5.652  0.077
59 H 20.788 -5.328 -16.994  0.105
60 H 14.979 -4.811 -5.119  0.028
61 H 25.086 -2.003 -11.453  0.074
62 H 16.947 -8.914 -14.605  0.057
63 H 25.428 -5.068 -14.935  0.130
64 H 12.143 -5.165 -2.898  0.081
65 H 21.109 -10.442 -13.823  0.092
66 H 23.883 -7.625 -15.923  0.087
67 H 19.254 -2.645 -13.377  0.063
68 H 22.744 -5.103 -8.183  0.065
69 H 23.172 -6.710 -13.777  0.110
70 H 16.782 -5.098 -8.611  0.082
71 H 23.213 -4.119 -14.731  0.075
72 H 11.312 -3.923 -3.808  0.076
73 H 16.827 -4.964 -12.237  0.118
74 H 21.872 -5.024 -14.983  0.052
75 H 20.598 -2.201 -14.428  0.084
76 H 17.143 -5.202 -5.968  0.080
77 H 19.422 -2.469 -11.021  0.062
78 H 24.898 -5.326 -13.265  0.092
79 H 18.479 -5.744 -16.238  0.024
80 H 20.515 -5.225 -12.861  0.060
81 H 13.685 -2.524 -4.977  0.121
82 H 27.686 -6.542 -14.291  0.087
83 H 14.200 -1.644 -7.650  0.089
84 H 12.486 -5.334 -5.365  0.135
85 H 18.937 -2.810 -16.888  0.129
86 H 20.775 -3.736 -19.028  0.073
87 H 14.738 -4.563 -3.630  0.065
88 H 22.606 -10.124 -11.539  0.123
89 H 20.471 -5.413 -19.355  0.077
90 H 23.773 -3.089 -9.995  0.127
91 H 19.399 -5.327 -7.631  0.120
92 H 15.869 -10.201 -11.863  0.029
93 H 25.134 -9.861 -10.799  0.076
94 H 20.269 -5.566 -11.121  0.072
95 H 17.145 -9.443 -12.182  -0.025
96 H 21.400 -4.442 -8.819  0.026
97 H 15.909 -5.050 -10.115  0.077
98 H 25.411 -9.021 -12.326  0.061
99 H 19.395 -3.670 -7.213  0.104
100 H 22.191 -4.780 -10.794  0.032
101 H 21.148 -8.898 -14.810  0.080
102 H 19.112 -4.279 -19.246  0.073
103 H 17.500 -4.600 -4.350  0.083
104 H 18.093 -8.168 -13.941  -0.001
105 H 23.702 -7.309 -11.402  0.099
106 H 21.284 -2.618 -5.981  0.073
107 H 15.484 -2.623 -7.944  0.064
108 H 20.748 -6.817 -12.232  0.063
109 H 15.537 -1.894 -6.384  0.094
110 H 14.244 -5.192 -7.585  0.000
111 H 16.933 -3.652 -9.636  0.072
112 H 23.831 -7.244 -9.381  0.052
113 H 18.340 -4.125 -11.860  0.095
114 H 14.805 -1.893 -10.060  0.020
115 H 17.911 -5.425 -17.739  0.072
116 H 14.981 -6.507 -14.713  0.057
117 H 18.858 -5.236 -14.379  0.040
118 H 22.566 -8.163 -9.306  0.059
119 H 19.320 -2.410 -9.205  0.077
120 H 15.388 -5.046 -14.630  0.053
121 H 25.816 -8.149 -10.841  0.071
122 H 20.424 -8.950 -13.286  0.061
123 H 22.345 -2.822 -7.392  0.057
124 H 22.388 -1.270 -10.822  0.123
125 H 24.249 -2.708 -12.896  0.069
126 H 17.483 -5.983 -14.264  0.031
127 H 20.684 -2.827 -16.596  0.122
128 H 13.625 -1.904 -11.015  0.038
129 H 19.989 -1.027 -10.116  0.091
130 H 23.415 -6.070 -16.682  0.081
131 H 13.125 -4.872 -8.558  0.030
132 H 26.780 -6.502 -12.639  0.086
133 H 21.604 -8.743 -11.320  0.106
134 H 22.146 -7.054 -16.026  0.065
135 H 21.599 -2.272 -12.017  0.108
136 H 25.383 -3.571 -11.837  0.071
137 H 15.153 -7.724 -10.705  0.043

Atoms 1-6, force components in eV/Å:
-0.4 -0.3 0.8
0.1 -0.2 0.0
-0.2 0.1 0.7
1.2 -0.6 0.3
-0.6 -0.1 -0.3
0.9 0.5 0.7

## Properties
Gap between HOMO and LUMO in eV: 8.23
Energy above the lowest of the compared OMol25 structures with the same formula, charge and spin in eV: 1.839

---

This record from OMol25 describes a cluster of 27 separate species, C29H105N3O31 in total. The level of theory is the ωB97M-V functional and the def2-TZVPD basis.

Each line ends with the Löwdin charge.
Cartesian coordinates (Å):
1 O 2.799 7.723 6.796  -0.057
2 O 1.827 -6.474 1.807  -0.042
3 O -3.220 -9.844 -4.502  -0.074
4 O -8.330 -9.880 -6.374  -0.051
5 O -0.026 -3.371 2.008  -0.030
6 O 1.238 6.541 -1.632  -0.054
7 O -8.570 -10.912 -3.814  -0.060
8 O -3.580 0.845 -2.535  -0.052
9 O -4.663 -3.073 -0.295  -0.056
10 O -1.149 -1.719 6.769  -0.065
11 O 3.900 -3.656 -1.887  -0.051
12 O -1.032 -7.609 3.005  -0.057
13 O 1.310 8.208 -4.430  -0.072
14 O 0.841 5.790 -6.159  -0.057
15 O -6.004 -9.178 -4.931  -0.065
16 O 3.514 -0.131 8.461  -0.047
17 O 0.127 6.942 1.111  -0.036
18 O 2.474 0.301 -4.996  0.040
19 O 2.793 -5.672 4.848  -0.054
20 O -5.317 4.897 -0.620  -0.047
21 O 3.162 8.865 9.335  -0.067
22 O -4.828 -3.297 -5.353  -0.056
23 O 4.456 -4.584 2.276  -0.056
24 O 1.188 1.970 -2.215  0.008
25 O 1.323 5.194 -8.905  -0.054
26 O 0.560 1.483 -4.994  0.027
27 O 0.957 1.514 3.697  -0.197
28 O -0.292 -6.096 -6.124  -0.055
29 O -2.374 -6.926 -4.163  -0.048
30 O 0.679 0.361 7.833  -0.061
31 O 2.216 4.606 6.965  -0.063
32 N 0.924 -0.049 -3.275  0.093
33 N 0.644 -1.321 -3.393  0.209
34 N 2.761 -1.675 0.483  0.049
35 C 0.746 1.923 5.044  -0.219
36 C -2.432 -4.274 -2.131  -0.061
37 C -0.486 -2.006 0.125  -0.059
38 C 3.847 1.606 -0.163  -0.073
39 C -1.926 5.124 2.343  -0.208
40 C -0.142 3.180 5.124  -0.167
41 C 2.317 1.527 3.315  -0.098
42 C -1.155 3.271 3.985  -0.188
43 C -0.754 4.235 2.845  -0.172
44 C -2.185 4.860 0.849  -0.204
45 C -1.637 2.604 -0.186  -0.171
46 C 4.163 3.952 -1.160  -0.363
47 C 2.609 2.296 -2.228  -0.082
48 C 0.392 0.082 -0.986  -0.046
49 C 5.635 3.639 -0.883  -0.088
50 C 3.745 5.227 -0.385  -0.062
51 C 0.855 0.682 -2.171  -0.211
52 C 0.541 -2.327 1.201  -0.335
53 C 1.872 -2.830 0.603  -0.195
54 C -1.472 -3.701 -3.207  -0.373
55 C 3.164 2.764 -0.883  -0.286
56 C -0.103 -3.405 -2.504  -0.096
57 C -1.252 1.255 0.469  -0.140
58 C 0.249 0.917 0.235  -0.103
59 C 1.387 0.663 -4.585  -0.679
60 C -2.664 3.409 0.642  -0.171
61 C -2.073 -2.535 -3.970  -0.057
62 C 0.051 -1.257 -1.076  -0.052
63 C 0.204 -1.948 -2.312  -0.186
64 H -4.880 -2.136 -0.234  0.040
65 H 0.778 6.842 1.813  0.051
66 H -1.489 1.275 1.531  0.099
67 H -1.236 5.043 0.352  0.070
68 H 3.664 0.812 8.585  0.050
69 H 2.353 1.550 2.227  0.053
70 H -6.078 5.097 -0.066  0.042
71 H 1.424 -5.596 1.790  0.018
72 H -6.870 -9.358 -4.543  0.010
73 H 2.951 8.668 6.919  0.046
74 H -4.030 -3.214 0.416  0.037
75 H 1.142 5.125 -6.796  0.025
76 H -1.854 -5.012 -1.579  0.082
77 H 2.331 -6.512 0.987  0.059
78 H -2.916 5.597 0.516  0.099
79 H -3.657 3.363 0.206  0.086
80 H -0.657 3.136 6.085  0.110
81 H 2.276 -3.531 1.339  0.090
82 H 4.131 4.226 -2.215  0.118
83 H 4.304 1.930 0.771  0.081
84 H -2.716 -7.197 -5.021  0.040
85 H -0.383 3.690 1.979  0.097
86 H 0.006 7.895 1.035  0.061
87 H -0.920 -2.957 -0.161  0.104
88 H -7.881 -9.953 -7.222  0.058
89 H 0.546 -3.514 2.768  0.086
90 H 0.066 5.390 -5.751  0.053
91 H -1.717 6.176 2.503  0.084
92 H -2.738 -3.450 -1.500  0.044
93 H -0.181 -7.236 2.748  -0.007
94 H 3.217 8.068 8.790  0.005
95 H -2.129 2.358 -1.126  0.083
96 H 0.739 -1.498 1.883  0.134
97 H 2.303 8.801 9.763  0.039
98 H -1.307 -1.431 0.551  0.123
99 H 0.234 1.149 5.612  0.090
100 H 1.396 7.407 -4.965  -0.011
101 H 1.692 2.112 5.555  0.105
102 H -1.582 -7.463 -4.052  0.049
103 H -3.222 1.687 -2.836  0.036
104 H 2.824 2.408 3.711  0.095
105 H -8.951 -11.015 -4.694  0.012
106 H 1.824 5.487 7.007  0.020
107 H -3.263 -4.734 -2.653  0.076
108 H 3.602 7.403 6.369  0.059
109 H -1.029 -0.779 6.945  0.000
110 H 2.746 3.012 -3.032  0.132
111 H 3.121 0.835 0.107  0.044
112 H 4.375 5.399 0.487  0.076
113 H 0.610 -5.771 -6.041  0.037
114 H -8.740 -9.008 -6.398  0.063
115 H 3.489 -2.785 -1.903  0.014
116 H 4.115 -4.692 3.172  0.004
117 H 5.291 -5.061 2.278  0.043
118 H 4.384 -3.696 -2.718  0.047
119 H 4.575 1.112 -0.801  0.084
120 H -0.007 -3.972 -1.587  0.093
121 H -2.501 -1.776 -3.312  0.067
122 H 0.752 1.872 0.139  0.093
123 H -5.878 -9.897 -5.554  0.031
124 H -5.320 -2.483 -5.201  0.047
125 H 1.158 6.115 -8.668  0.040
126 H 0.602 0.400 1.120  0.091
127 H 2.837 0.621 3.648  0.088
128 H 0.689 -3.772 -3.161  0.122
129 H -9.324 -10.823 -3.223  0.040
130 H 3.876 6.076 -1.053  0.076
131 H -1.293 -4.518 -3.905  0.090
132 H 1.589 4.042 7.428  0.033
133 H 2.403 3.174 -0.221  0.116
134 H 5.987 2.760 -1.416  0.076
135 H -0.805 -8.373 3.541  0.033
136 H -2.912 -2.928 -4.550  0.052
137 H 0.407 0.400 8.755  0.054
138 H 4.314 -0.444 8.027  0.049
139 H -2.844 4.880 2.882  0.102
140 H 1.489 -0.170 7.850  0.022
141 H -3.699 -9.017 -4.377  -0.003
142 H -2.105 3.631 4.380  0.102
143 H -5.691 4.751 -1.495  0.042
144 H -2.762 2.938 1.622  0.096
145 H 0.532 4.036 5.140  0.084
146 H 0.459 6.164 -1.204  0.025
147 H 1.030 7.880 -3.569  -0.004
148 H 5.870 3.600 0.179  0.075
149 H -1.895 0.508 0.006  0.099
150 H 3.156 1.400 -2.528  0.133
151 H 1.491 5.882 -2.288  0.043
152 H -1.347 -2.117 -4.663  0.080
153 H -0.501 -1.907 6.084  0.024
154 H 3.595 -1.880 -0.048  0.061
155 H 2.467 -5.901 3.968  0.001
156 H -1.357 2.282 3.574  0.095
157 H -0.841 -5.372 -5.806  0.016
158 H 1.671 -3.309 -0.350  0.102
159 H 2.171 5.213 -9.359  0.047
160 H 0.016 4.893 3.250  0.096
161 H 3.562 -6.237 4.973  0.044
162 H -5.389 -3.988 -4.985  0.045
163 H -2.884 0.210 -2.739  0.008
164 H 2.998 -1.355 1.411  0.076
165 H -0.747 3.196 -0.388  0.093
166 H 6.214 4.474 -1.287  0.083
167 H 2.688 5.186 -0.154  0.048
168 H -3.808 -10.503 -4.121  0.029

Atoms 1-6, force components in eV/Å:
0.2 -0.1 -0.1
-0.2 0.2 0.3
0.2 -0.1 -0.1
-0.3 0.0 -0.4
-0.4 -0.2 -0.4
-0.2 -0.1 -0.4

## Properties
Gap between HOMO and LUMO in eV: 8.66